Entry 1:
The following is a DFT calculation (the ωB97M-V functional and the def2-TZVPD basis) of a 2-piece molecular cluster, C5H13O overall.

Results
**HOMO level**: -2.035 eV
**Total charge**: -1
**Frontier orbital gap**: 5.47 eV
**Spin multiplicity**: 1
**Energy relative to the best compared isomer or geometry (same formula, charge and spin)**: 32.9 kJ/mol

Geometry (Å):
C -0.25 0.25 -2.90
O -1.39 -0.12 -3.49
C -0.23 -0.05 -1.37
H -0.05 1.37 -2.95
H 0.68 -0.21 -3.31
H 0.72 0.31 -0.93
H -0.27 -1.14 -1.25
H -1.10 0.42 -0.91
C 0.90 1.18 2.20
C -0.01 -0.05 2.19
C 0.68 -1.25 2.82
H 1.00 1.55 3.23
H 0.50 1.98 1.59
H 1.92 0.94 1.89
H -0.24 -0.29 1.15
H -0.97 0.24 2.63
H 0.02 -2.12 2.79
H 1.61 -1.48 2.31
H 0.89 -1.11 3.89

Quick look at the Löwdin charges, all values in e: C -0.659; O -0.380; C -0.177; H 0.063; H 0.058; H 0.043; H 0.052; H 0.051; C -0.137; C -0.320; C -0.131; H 0.061; H 0.065; H 0.064; H 0.057; H 0.099; H 0.063; H 0.067; H 0.061

***

Entry 2:
The following is a DFT calculation (the ωB97M-V functional and the def2-TZVPD basis) of C38H36AuN11OP as an isolated structure.

Results
**HOMO level (alpha / beta)**: -15.351 / -15.721 eV
**Total charge**: +3
**Frontier orbital gap (alpha / beta)**: 8.16 / 5.19 eV
**Spin multiplicity**: 3

Geometry (Å):
Au -2.14 0.17 -1.28
N -3.58 -3.06 -2.17
C -4.54 -2.24 -1.71
N -5.76 -2.74 -1.56
C -6.67 -1.89 -1.08
N -7.91 -2.33 -0.92
N -6.43 -0.60 -0.74
C -5.19 -0.22 -0.93
N -4.20 -0.96 -1.41
C -4.86 1.20 -0.58
C -5.86 2.10 -0.25
C -5.53 3.41 0.04
C -4.20 3.79 0.00
C -3.25 2.84 -0.34
N -3.57 1.58 -0.63
H -3.85 -3.97 -2.49
H -2.67 -2.69 -2.40
H -8.14 -3.28 -1.18
H -8.62 -1.71 -0.58
H -6.88 1.75 -0.25
H -6.30 4.13 0.29
H -3.89 4.80 0.22
H -2.20 3.10 -0.40
N 0.00 -1.69 -0.10
P -0.65 -0.34 0.73
C 0.39 -0.19 2.20
C 0.52 -1.32 3.01
C 1.28 -1.26 4.17
C 1.87 -0.06 4.55
C 1.70 1.08 3.77
C 0.97 1.01 2.59
C -2.19 -1.00 1.45
C -2.61 -2.32 1.29
C -3.79 -2.74 1.88
C -4.56 -1.85 2.62
C -4.15 -0.53 2.76
C -2.97 -0.10 2.18
C 0.14 -1.76 -1.46
C 1.07 -2.61 -2.07
C 1.19 -2.61 -3.44
C 0.37 -1.77 -4.20
C -0.53 -0.98 -3.55
N -0.65 -0.97 -2.20
H 0.64 -2.28 0.43
H 0.03 -2.26 2.76
H 1.39 -2.14 4.80
H 2.44 0.00 5.46
H 2.13 2.02 4.08
H 0.84 1.90 1.99
H -2.02 -3.02 0.71
H -4.10 -3.77 1.78
H -5.47 -2.19 3.09
H -4.76 0.16 3.33
H -2.66 0.93 2.30
H 1.67 -3.27 -1.46
H 1.92 -3.25 -3.92
H 0.44 -1.75 -5.28
H -1.20 -0.32 -4.09
C 7.00 3.01 2.61
C 6.54 2.00 1.64
C 6.34 0.65 2.02
C 5.93 -0.28 1.11
C 5.69 0.10 -0.25
N 5.27 -0.86 -1.09
C 4.68 -0.81 -2.40
O 4.73 -1.80 -3.07
N 4.12 0.39 -2.78
C 3.07 1.06 -2.11
C 2.66 2.31 -2.57
C 1.61 2.94 -1.94
C 0.94 2.27 -0.92
N 1.31 1.07 -0.50
C 2.38 0.50 -1.05
C 5.93 1.45 -0.65
C 6.34 2.36 0.27
H 7.14 2.61 3.61
H 6.29 3.84 2.65
H 7.94 3.46 2.27
H 6.52 0.36 3.05
H 5.79 -1.31 1.40
H 5.51 -1.82 -0.84
H 4.18 0.54 -3.78
H 3.16 2.78 -3.41
H 1.29 3.93 -2.25
H 0.08 2.71 -0.43
H 2.67 -0.47 -0.64
H 5.86 1.72 -1.69
H 6.56 3.37 -0.03

Quick look at the Löwdin charges, all values in e: Au 1.001; N 0.194; C -0.440; N 0.197; C -0.403; N 0.214; N 0.198; C -0.297; N 0.085; C -0.185; C 0.034; C 0.009; C -0.011; C -0.108; N -0.047; H 0.125; H 0.073; H 0.130; H 0.128; H 0.127; H 0.133; H 0.126; H 0.094; N -0.080; P 0.999; C -0.346; C -0.083; C -0.049; C -0.050; C -0.061; C -0.095; C -0.410; C -0.107; C -0.057; C -0.047; C -0.054; C -0.112; C -0.398; C -0.001; C -0.017; C -0.030; C -0.109; N -0.073; H 0.116; H 0.110; H 0.120; H 0.119; H 0.114; H 0.092; H 0.098; H 0.119; H 0.120; H 0.119; H 0.109; H 0.129; H 0.131; H 0.125; H 0.120; C -0.001; C -0.174; C 0.022; C 0.045; C -0.174; N 0.200; C -0.469; O 0.166; N 0.136; C -0.217; C 0.018; C -0.018; C -0.153; N 0.010; C -0.080; C 0.037; C 0.027; H 0.097; H 0.115; H 0.120; H 0.137; H 0.136; H 0.177; H 0.171; H 0.135; H 0.123; H 0.088; H 0.117; H 0.127; H 0.142

***

no.,M (g/mol)
1,89.16
2,890.72